(1)
15
Properties=species:S:1:pos:R:3:nbo_charge:R:1 method="wB97M-V/def2-TZVPD" homo_lumo_gap_ev=11.12 multiplicity=1 smiles="C[C@@H](O)COC=O" charge=0 energy_ev=-10419.96873
C -1.70335 1.01043 -0.67418 -0.637
C -0.23917 0.73127 -0.28328 0.069
O 0.00878 1.22207 1.01911 -0.735
C 0.05442 -0.75703 -0.41732 -0.110
O 1.46623 -1.05828 -0.36709 -0.494
C 2.02284 -1.20001 0.82970 0.663
O 1.47860 -1.02835 1.89598 -0.613
H -2.25797 0.10002 -0.93236 0.202
H -1.77283 1.69315 -1.52548 0.216
H -2.19819 1.47565 0.18082 0.238
H 0.43246 1.25453 -0.98010 0.167
H 0.36210 0.50849 1.57153 0.494
H -0.26030 -1.11798 -1.39845 0.206
H -0.46410 -1.32535 0.36348 0.201
H 3.07048 -1.50861 0.71763 0.132

=====

(2)
33
Properties=species:S:1:pos:R:3:nbo_charge:R:1 method="wB97M-V/def2-TZVPD" homo_lumo_gap_ev=7.94 multiplicity=1 charge=+2 energy_ev=-113357.53863
H -0.48902 -2.05563 -0.59529 0.253
N 1.02321 -0.57372 -0.39777 -0.442
B 3.24267 0.70541 -0.47251 0.523
N 2.33595 -0.51141 -0.83777 -0.318
C 2.61134 -1.57419 -1.60257 0.085
Ti 0.19620 0.38795 1.19467 1.430
H 3.61375 -1.69657 -2.00847 0.266
C 1.48366 -2.39291 -1.64652 -0.295
H 1.41001 -3.34205 -2.14209 0.279
C 0.50808 -1.74743 -0.86751 0.040
H 4.39155 0.52480 -0.80245 0.031
C -0.82103 -0.89650 2.44394 -0.964
H -0.83975 -1.91122 2.02584 0.269
H -1.83858 -0.46923 2.45065 0.285
H -0.46606 -0.87107 3.48225 0.252
N 3.09822 0.84096 1.07650 -0.281
N 2.57192 1.88055 -1.24476 -0.288
N 1.83178 0.88393 1.68394 -0.487
N 1.37506 2.33092 -0.79620 -0.311
C 3.98624 0.41689 1.97898 0.137
C 2.76100 2.38192 -2.47432 0.080
H 5.02955 0.36020 1.69459 0.280
H 3.65795 2.12287 -3.02239 0.267
C 3.36055 0.16852 3.19424 -0.267
C 1.68563 3.21202 -2.78266 -0.289
C 2.00634 0.48725 3.01713 0.024
C 0.82265 3.17148 -1.68465 0.065
H 3.83077 -0.18952 4.09478 0.293
H 1.56124 3.77999 -3.68532 0.282
H 1.17116 0.44476 3.69812 0.276
H -0.10700 3.66144 -1.46387 0.271
H 1.15965 2.18848 0.19039 0.413
Br -1.63283 1.73218 0.46498 -0.159

=====

(3)
18
Properties=species:S:1:pos:R:3:nbo_charge:R:1 method="wB97M-V/def2-TZVPD" homo_lumo_gap_ev=9.89 multiplicity=1 charge=0 energy_ev=-8792.76924
C 1.05907 0.98028 0.68704 -0.701
N 0.24669 -1.30476 0.01740 -0.543
C 0.77103 0.01104 -0.42637 0.473
N 1.19791 -2.14962 0.69592 -0.631
N 1.25470 0.19814 -1.60062 -0.634
H -0.04872 -1.83622 -0.80520 0.368
H 1.38987 -1.75312 1.61506 0.354
H 2.07987 -2.12546 0.17978 0.337
H 1.10922 -0.61222 -2.20309 0.330
H 2.10025 0.88001 1.00630 0.232
H 0.88786 1.99330 0.32359 0.256
H 0.41774 0.80185 1.55240 0.224
C -1.82788 0.32697 -0.48089 -0.473
C -2.33915 1.39648 0.13588 -0.425
H -2.15936 1.60036 1.19051 0.180
H -2.07368 0.17970 -1.53451 0.175
H -1.14420 -0.73829 0.03787 0.288
H -2.92122 2.15156 -0.39105 0.189

=====

(4)
76
Properties=species:S:1:pos:R:3:lowdin_spin:R:1 method="wB97M-V/def2-TZVPD" homo_lumo_gap_ev="4.94 / 6.00" multiplicity=4 charge=-2 energy_ev=-164331.11335
Co 0.07201 0.73450 -1.75061 1.005
Cl 3.34689 0.40686 -2.79621 0.001
C 2.26760 1.40524 -3.74449 -0.002
C 0.93809 1.57921 -3.34437 -0.019
C 0.20178 2.40343 -4.21711 -0.002
Cl -1.46240 2.77658 -3.87226 0.001
C 0.72425 2.97842 -5.37654 0.000
Cl -0.25193 3.97414 -6.41648 0.000
C 2.05385 2.76707 -5.71954 -0.001
Cl 2.72340 3.47576 -7.15592 0.000
C 2.83270 1.97723 -4.88863 0.000
Cl 4.50252 1.72423 -5.30636 0.000
C 1.30501 -6.84276 0.84740 0.002
O 0.48964 -6.79594 2.00086 0.030
C -0.66443 -6.05526 1.90333 0.074
C -1.23099 -5.65485 0.70009 -0.007
C -2.38833 -4.88718 0.69651 0.089
C -3.00523 -4.50050 1.89618 0.030
C -2.43764 -4.95874 3.09944 0.065
C -1.28395 -5.71061 3.10518 -0.014
N -4.11121 -3.67536 1.99001 0.486
N -4.54783 -3.17894 0.84832 0.543
C -3.90748 -2.32460 0.04773 0.114
C -4.33329 -2.19620 -1.30004 0.081
C -3.67921 -1.41171 -2.21325 0.068
C -2.50366 -0.67036 -1.88111 0.087
O -1.88601 0.05737 -2.68429 0.236
C -2.06826 -0.76228 -0.48437 0.049
N -0.96965 -0.03867 -0.16370 0.010
C -0.66041 0.10928 1.10657 0.000
C -1.39106 -0.49045 2.13829 0.011
C -2.44767 -1.30553 1.82355 0.003
C -2.80443 -1.47979 0.47716 0.044
H 2.25132 -7.28309 1.15482 0.000
H 1.48045 -5.84130 0.44655 0.000
H 0.86418 -7.46306 0.06218 0.000
H -0.77771 -5.92068 -0.24455 -0.003
H -2.81274 -4.56949 -0.24520 0.008
H -2.91486 -4.67069 4.02852 0.003
H -0.82200 -6.02347 4.03376 -0.003
H -5.19567 -2.78245 -1.59591 0.003
H -4.02972 -1.34656 -3.23579 0.001
H 0.18697 0.74643 1.31928 0.000
H -1.10667 -0.31373 3.16724 0.001
H -3.02836 -1.78861 2.59917 0.004
C 3.26683 2.69644 3.78780 0.000
C 4.13798 2.43093 2.55638 0.000
C 3.50617 1.43359 1.63568 0.001
N 2.65114 1.74093 0.73141 0.000
N 2.14789 0.66964 0.04554 0.020
C 2.63000 -0.46236 0.45777 0.001
N 2.23934 -1.65933 -0.03248 0.000
S 3.78713 -0.28920 1.75708 0.002
H 3.70477 3.47327 4.41766 0.000
H 3.15073 1.79030 4.38525 0.000
H 2.27761 3.02733 3.47148 0.000
H 5.12473 2.07738 2.86225 0.000
H 4.26567 3.35403 1.99037 0.000
H 1.66084 -1.60257 -0.88796 0.000
H 2.83103 -2.45590 0.10949 0.000
O 0.80530 -2.74987 -4.05384 0.000
C 0.70011 -1.91521 -3.19684 0.000
N 0.62413 -1.12619 -2.31562 -0.001
C -0.19432 2.45432 -1.01142 -0.017
C -0.31051 3.50974 -0.40717 -0.003
C -0.44673 4.72825 0.31962 0.000
C -0.80775 5.92836 -0.31272 0.000
C -0.93064 7.10847 0.40449 0.000
C -0.69718 7.13509 1.77475 0.000
C -0.34001 5.95513 2.41841 0.000
C -0.21734 4.77310 1.70520 0.000
H -0.98774 5.91035 -1.38004 0.000
H -1.21144 8.02042 -0.11090 0.000
H -0.78913 8.06002 2.33151 0.000
H -0.15692 5.95784 3.48756 0.000
H 0.06043 3.85281 2.20383 0.000

=====

(5)
52
Properties=species:S:1:pos:R:3:nbo_charge:R:1 method="wB97M-V/def2-TZVPD" homo_lumo_gap_ev=8.50 multiplicity=1 charge=0 energy_ev=-164880.03786
C 3.09830 0.73762 0.58064 -0.653
C 2.23746 -0.41750 0.08456 -0.307
I 2.32295 -1.94979 1.63083 0.050
C 0.79294 0.02879 -0.14717 -0.886
I -0.56766 -1.61833 -0.18738 0.187
Si 0.52928 1.02023 -1.75807 1.873
S 2.45460 1.14616 -2.73290 -0.486
O -0.43449 0.27049 -2.84924 -1.277
Si -2.08712 0.24298 -3.04743 1.392
C -3.20125 1.09485 -1.80886 -0.930
C -3.65866 0.32747 -0.55410 -0.407
C -4.91948 0.97569 0.05603 -0.512
S -6.17972 -0.20466 0.62256 -0.034
P -2.75334 -1.95181 -3.13734 0.583
O -3.85653 -1.67501 -4.33812 -0.998
Br -0.97714 -2.76945 -4.24696 -0.263
C 0.01006 2.76229 -1.37398 -0.494
C -0.70349 3.53502 -2.29646 -0.217
C -1.08875 4.83133 -1.99676 -0.200
C -0.77156 5.38182 -0.76388 -0.198
C -0.04544 4.64033 0.15566 -0.209
C 0.33695 3.33966 -0.14961 -0.213
H 3.33984 1.43830 -0.22238 0.226
H 2.60314 1.24637 1.41051 0.210
H 4.04376 0.35834 0.97057 0.238
H 2.65239 -0.92178 -0.78657 0.239
H 0.50725 0.62315 0.72400 0.246
H 2.02252 0.86620 -3.96631 0.180
H -2.38442 0.82002 -4.37801 -0.190
H -4.10387 1.30130 -2.40492 0.245
H -2.83482 2.07277 -1.48828 0.253
H -3.89863 -0.70894 -0.79750 0.207
H -2.88083 0.35982 0.20891 0.219
H -4.66545 1.57905 0.92977 0.223
H -5.40050 1.63825 -0.66484 0.204
H -6.05332 -1.05007 -0.40437 0.111
H -4.06405 -2.50005 -4.79566 0.499
H -0.96070 3.12310 -3.26891 0.215
H -1.63978 5.41732 -2.72465 0.218
H -1.08912 6.39023 -0.52892 0.218
H 0.21319 5.05660 1.12269 0.218
H 0.90566 2.78599 0.59141 0.207
C 4.95152 -4.17503 5.76991 -0.832
S 3.42824 -4.42244 4.84995 1.258
O 2.46301 -5.06141 5.77835 -0.981
C 4.06031 -5.71756 3.77752 -0.833
H 4.75468 -3.42300 6.53065 0.240
H 5.24340 -5.11365 6.24039 0.230
H 5.72986 -3.82107 5.09398 0.226
H 4.41469 -6.54866 4.38693 0.230
H 4.86470 -5.31678 3.16068 0.228
H 3.23944 -6.04455 3.14306 0.242

=====

(6)
10
Properties=species:S:1:pos:R:3:nbo_charge:R:1 method="wB97M-V/def2-TZVPD" homo_lumo_gap_ev=9.98 multiplicity=1 charge=0 energy_ev=-27558.03194
C 0.57937 0.58165 -0.39520 -0.435
C -0.64159 0.09898 0.31910 -0.014
O -0.48143 -0.14066 1.64628 -0.731
S -1.25166 -1.39453 -0.43248 -0.020
Cl 2.04904 -0.46650 -0.16787 -0.102
H 1.01996 1.60047 0.05579 0.243
H 0.61053 0.69692 -1.51728 0.246
H -1.64882 1.23834 0.14044 0.183
H 0.18163 -0.78336 1.89741 0.497
H -0.41704 -1.43131 -1.54621 0.132